Record 1
Here is an isolated molecule of C6H15NO from OMol25. Energies are from ωB97M-V/def2-TZVPD.

Energy above the lowest of the compared OMol25 structures with the same formula, charge and spin in kcal/mol: 34.33
M in g mol⁻¹: 117.19
HOMO-LUMO gap in eV: 10.0
Net charge: 0
Maximum force in eV/Å: 1.17
HOMO level in eV: -9.038

CARTESIAN COORDINATES (ANGSTROEM)
O  -0.25644  0.99290  3.79431
N  -0.52636  0.62810  1.41775
C  -1.11243  0.64048  2.72291
C  0.49467  -0.35771  1.16769
C  -0.41800  -1.02063  -3.05892
C  1.35217  -0.01772  -0.04990
C  0.62804  0.53923  -1.28076
C  -0.61774  -0.27242  -1.71551
H  0.34447  -0.57986  -3.71339
H  -1.54360  -0.35277  2.88218
H  0.03210  -1.34431  1.00509
H  0.67326  0.72716  3.63975
H  -0.15633  -2.06305  -2.88994
H  2.15941  0.66331  0.23866
H  0.38436  1.60238  -1.16385
H  -1.35642  -1.06393  -3.60778
H  -0.35768  1.54185  1.02250
H  1.89101  -0.91511  -0.33849
H  -1.47729  0.38193  -1.77478
H  -0.77070  -1.04546  -0.95688
H  -1.90394  1.37205  2.72558
H  1.16708  -0.53603  2.01369
H  1.37034  0.47961  -2.07990

Cartesian forces (eV/Å) of the 6 atoms listed first:
0.9 0.1 0.4
-0.2 0.2 0.1
0.3 -0.3 -0.7
0.1 -0.4 -0.4
-0.3 0.1 0.1
0.2 0.2 0.2

=====

Record 2
Here is a structure of composition C22H63BHgO8 from OMol25. Energies are from ωB97M-V/def2-TZVPD.

M in g mol⁻¹: 667.14
Spin multiplicity: 2
HOMO-LUMO gap (alpha / beta) in eV: 5.9 / 7.3
Net charge: -1
Maximum force in eV/Å: 4.82
HOMO level (alpha / beta) in eV: -3.628 / -5.038

CARTESIAN COORDINATES (ANGSTROEM)
Hg  -2.51477  -2.48635  0.34379
O  0.90399  -3.52941  1.34671
O  -1.81718  -0.43771  3.86206
O  -0.63830  -1.15882  0.86382
O  1.81241  2.79629  -4.24943
O  -5.07145  2.05020  1.06765
O  -2.98124  -2.21990  -2.00487
O  2.05536  5.24655  2.21676
O  4.10500  -4.16648  -3.09872
C  -1.68209  -2.12154  -2.60293
C  2.40694  0.77316  -3.03049
C  2.08986  -2.86965  -2.35668
C  3.45656  3.16440  -2.70551
C  1.98791  -3.68360  2.27441
C  -1.51525  -3.36740  -3.35073
C  3.57144  -3.19356  -2.18839
C  2.92789  -2.50690  2.11760
C  1.68184  3.90705  2.03803
C  -4.52606  2.77714  -0.00428
C  -3.01736  2.75886  0.20293
C  -3.69619  0.45333  4.86636
C  2.18797  2.29603  -2.97656
C  -1.64399  -0.75734  -3.38774
C  4.47063  -1.95866  -2.00207
C  2.49599  -5.10486  1.84007
C  -1.67656  1.80688  4.39491
C  -4.85087  2.17908  -1.30145
C  -0.04465  0.05348  0.43847
C  1.26093  3.73039  0.61424
C  -2.55042  0.69629  3.86712
C  2.93995  3.20925  2.49618
B  -4.18158  -1.02073  1.15714
H  -4.44846  1.47157  1.51337
H  3.06114  4.14870  -2.45470
H  0.73817  3.76149  2.56377
H  1.33322  2.65112  0.47989
H  3.62358  -3.61271  -1.18355
H  2.10005  4.07553  0.01021
H  -0.69644  -0.65747  -3.91715
H  2.76508  2.14554  2.65760
H  -4.30050  -0.41627  4.60809
H  3.21297  -2.30268  1.08555
H  -4.36030  -2.08481  1.16306
H  3.83144  -2.75953  2.67246
H  1.99026  -2.39953  -3.33503
H  -1.50606  -0.34015  2.95913
H  0.28443  4.13635  0.35014
H  -4.39680  1.27711  5.00286
H  3.73102  3.42349  1.77757
H  4.07591  2.79587  -1.88777
H  -2.08856  2.81301  4.31703
H  3.32682  3.40191  3.49684
H  -2.41124  3.05047  -0.65479
H  -3.97492  -0.80582  0.12015
H  3.36237  -5.22153  2.49113
H  -2.72926  1.74256  0.47168
H  -1.73351  -4.26336  -2.76959
H  1.49234  -3.78054  -2.39342
H  1.68200  -2.26285  -1.54826
H  0.94530  -0.11344  0.01393
H  -0.50547  -3.47374  -3.74712
H  -3.22460  -0.89844  1.64032
H  -2.41380  -0.78512  -4.15892
H  0.51518  -2.65402  1.41088
H  -4.96207  3.76972  0.10875
H  -2.84285  3.44067  1.03527
H  -4.90943  -0.39211  1.64634
H  1.89436  2.12307  -4.92889
H  1.83486  -5.95334  2.01634
H  -4.28576  1.27270  -1.51875
H  -0.81789  -2.16976  -1.94041
H  -1.39725  1.76769  5.44779
H  1.34635  5.77820  1.84764
H  4.16526  3.23142  -3.53095
H  2.79957  -5.13010  0.79350
H  -1.77050  0.04433  -2.66013
H  2.62597  0.42510  -2.02104
H  4.16901  -1.46175  -1.08000
H  -3.34362  0.39317  5.89601
H  -0.75386  1.91092  3.82404
H  4.31096  -1.35237  -2.89371
H  -0.71631  0.31487  -0.37924
H  4.93771  -3.81121  -3.41807
H  -3.56683  -2.30621  -2.76067
H  1.48362  2.54413  -2.18256
H  5.52428  -2.23743  -2.01652
H  1.54979  0.25145  -3.45617
H  -2.16457  -3.42730  -4.22417
H  -4.92577  2.88651  -2.12730
H  -5.87176  1.84179  -1.12218
H  -2.90064  0.77543  2.83796
H  1.57622  -3.68931  3.28366
H  2.51649  -1.55982  2.46673
H  3.28611  0.45940  -3.59326
H  -0.01956  0.88209  1.14619

Cartesian forces (eV/Å) of the 6 atoms listed first:
1.3 -0.8 0.8
0.2 -0.4 0.2
1.7 -2.0 -0.5
1.1 0.2 1.2
-1.3 0.3 -0.5
-1.3 0.3 0.5

=====

Record 3
Here is a cluster of 2 separate species, C4H12N2 in total from OMol25. Energies are from ωB97M-V/def2-TZVPD.

Energy above the lowest of the compared OMol25 structures with the same formula, charge and spin in kcal/mol: 44.31
M in g mol⁻¹: 88.15
HOMO-LUMO gap in eV: 9.0
Net charge: 0
Maximum force in eV/Å: 2.23
HOMO level in eV: -7.969

CARTESIAN COORDINATES (ANGSTROEM)
N  -0.83249  0.37076  1.12310
N  -0.28615  -0.85046  -1.67725
C  0.05487  0.13366  -2.69379
C  -0.27665  1.23146  2.09000
C  0.03316  0.86940  3.33522
C  0.74525  -1.26384  -0.77008
H  -0.46570  0.06242  3.85749
H  0.80500  1.40299  3.86870
H  1.21235  -0.40713  -0.29277
H  0.92412  -0.19155  -3.28054
H  1.49540  -1.92797  -1.20812
H  -0.73757  0.43847  0.12406
H  -1.70368  -0.00700  1.46579
H  0.28844  1.08340  -2.21478
H  0.30024  -1.82883  0.04958
H  -0.79308  0.29673  -3.35318
H  0.10554  2.15178  1.65660
H  -0.86904  -1.56427  -2.08003

Cartesian forces (eV/Å) of the 6 atoms listed first:
-1.4 0.1 1.8
-0.9 1.0 -0.2
0.4 -0.5 0.4
1.4 -0.6 -1.5
-0.4 0.5 0.2
0.0 -0.9 0.1

=====

Record 4
Here is a cluster of 2 separate species, C3H9NO2 in total from OMol25. Energies are from ωB97M-V/def2-TZVPD.

Energy above the lowest of the compared OMol25 structures with the same formula, charge and spin in kcal/mol: 67.80
M in g mol⁻¹: 91.11
HOMO-LUMO gap in eV: 8.9
Net charge: 0
Maximum force in eV/Å: 5.64
HOMO level in eV: -8.748

CARTESIAN COORDINATES (ANGSTROEM)
O  -0.54055  -0.91406  1.96885
O  -2.38131  -1.42010  0.74058
N  1.65180  1.93545  -0.93380
C  -0.21790  -2.30833  0.08534
C  0.68188  2.71942  -0.17674
C  -1.00876  -1.43302  0.98272
H  0.84691  -2.37940  0.14000
H  1.69374  0.97367  -0.61623
H  0.18982  2.00655  0.61966
H  1.53367  2.03267  -1.88731
H  -0.16678  3.30941  -0.75279
H  -0.49212  -3.37347  0.32086
H  -2.76101  -2.22286  -0.03660
H  -0.35089  -2.11211  -1.05942
H  1.32148  3.18616  0.60487

Cartesian forces (eV/Å) of the 6 atoms listed first:
-1.0 0.1 -1.2
-0.7 -3.0 -2.9
0.0 -0.1 1.5
-0.4 -1.7 -3.1
-1.0 -1.3 2.7
-0.2 -0.5 1.1

=====

Q: What is the M in the fourth record?
A: 91.11 g mol⁻¹

=====

Q: Which value of maximum force does entry 4 give?
A: 5.64 eV/Å

=====

Q: Number 3 is which compound?
A: C4H12N2